(1)
{
  "formula": "C17H21BrCl2F9N3O3P",
  "method": "ωB97M-V/def2-TZVPD",
  "species": ["C", "C", "C", "C", "C", "C", "C", "P", "O", "Br", "N", "F", "C", "C", "Cl", "C", "C", "Cl", "N", "O", "C", "N", "H", "H", "H", "H", "H", "H", "H", "H", "H", "H", "H", "H", "H", "H", "H", "H", "H", "C", "C", "C", "F", "F", "F", "F", "O", "C", "C", "F", "F", "F", "F", "H", "H", "H", "H"],
  "coordinates": [[-0.42029, -3.83423, 0.47336], [0.43422, -3.12800, -0.70360], [0.70446, -1.54481, -0.45527], [0.12770, -0.71833, -1.74324], [0.99313, 0.58703, -2.10763], [-1.43810, -0.46534, -1.56003], [-2.20062, 0.53347, -0.64242], [-1.48686, 1.80302, 0.57297], [-0.16569, 2.65002, -0.09878], [-3.09610, 3.42256, 0.83783], [-3.61933, 0.19850, -0.94069], [-4.64294, 0.80859, -0.32368], [-3.81843, -0.85567, -1.89508], [-5.19196, -1.53442, -2.44020], [-5.83861, -0.71200, -3.95466], [-6.28752, -1.76855, -1.28761], [-7.30044, -0.54721, -1.03109], [-5.49869, -2.16845, 0.35777], [-2.45614, -1.25798, -2.27719], [-2.21179, -2.24930, -3.18304], [-1.79953, -1.61091, -4.42047], [-1.11912, -1.30125, -5.37960], [-1.54101, -3.78905, 0.17256], [-0.24645, -3.37628, 1.51452], [-0.15977, -4.96509, 0.45228], [-0.14742, -3.33074, -1.68676], [1.44522, -3.66341, -0.82991], [1.81759, -1.36601, -0.28460], [0.14126, -1.20354, 0.48902], [0.24000, -1.44383, -2.64237], [0.29497, 1.45500, -2.43375], [1.74390, 0.43070, -2.96371], [1.61952, 0.96425, -1.20964], [0.65312, 2.54492, 0.45661], [-4.85996, -2.59145, -2.78657], [-6.88978, -2.71011, -1.55697], [-7.22590, 0.31861, -1.77145], [-8.36661, -0.97221, -0.91255], [-7.03529, -0.10620, 0.00691], [4.61118, 3.05194, 3.77943], [6.02544, 2.97116, 3.16874], [6.12126, 3.27452, 1.67381], [5.41929, 2.39905, 0.92478], [7.40764, 3.18655, 1.25583], [6.56102, 1.75925, 3.45408], [6.79550, 3.88530, 3.82774], [3.91052, 1.81168, 3.94472], [3.17805, 1.33590, 2.83564], [3.69238, -0.01670, 2.33225], [4.97930, 0.05975, 1.93336], [2.97369, -0.43605, 1.25746], [3.14547, 2.27854, 1.87030], [1.89917, 1.19993, 3.26591], [4.74461, 3.41729, 4.80226], [3.99000, 3.81115, 3.29658], [5.76825, 4.28586, 1.45226], [3.62647, -0.77742, 3.11360]],
  "forces_ev_per_a": [[-0.14, -0.59, -0.98], [-0.03, -0.31, 0.40], [-0.94, -0.59, -0.45], [0.42, -0.63, -0.39], [-0.21, 1.20, 0.07], [-2.00, 1.42, 1.29], [-0.34, -3.47, -4.81], [1.30, 0.78, 1.42], [-1.43, -1.14, 0.31], [0.85, -0.97, -0.78], [2.81, -2.30, -2.38], [0.43, -0.45, -0.50], [1.80, 1.05, 0.81], [1.58, -1.20, 0.76], [0.66, -0.53, 1.52], [-1.17, 0.51, -0.14], [0.10, 0.03, 1.37], [-0.21, 0.02, -1.58], [-2.15, 3.99, 3.95], [0.70, 1.96, -3.07], [3.37, -0.42, -2.19], [-4.05, -1.46, 5.09], [1.77, 0.14, 0.84], [-0.25, -0.80, -1.68], [-0.42, 1.95, 0.37], [1.02, 0.54, 1.54], [-1.53, 0.87, 0.27], [-1.72, -0.07, -0.59], [0.89, -0.45, -1.34], [-0.41, 1.27, 1.47], [1.27, -1.45, 0.56], [-1.31, -0.19, 1.30], [-1.20, -0.76, -1.39], [-1.24, -0.12, -0.43], [-0.40, 1.92, 0.55], [1.16, 1.50, 0.28], [-0.25, -1.53, 0.77], [1.72, 0.85, -0.53], [-0.48, -0.68, -1.79], [-0.27, 0.37, 0.80], [-0.01, -0.69, 0.67], [0.69, 0.39, -0.64], [-0.03, -0.05, 0.11], [-0.07, 0.03, 0.35], [-0.12, 0.14, -0.31], [-0.30, 0.16, -0.42], [-0.07, -0.44, -1.71], [0.28, 1.46, 1.56], [0.70, -0.64, 0.02], [-0.36, 0.17, 0.20], [-0.24, 0.36, 0.15], [-0.35, -0.46, -0.33], [0.12, -0.43, -0.29], [0.14, -0.24, -0.13], [0.17, -0.21, -0.20], [-0.07, 0.01, 0.16], [-0.16, 0.18, 0.10]],
  "nbo_charge": [-0.629, -0.416, -0.403, -0.282, -0.624, 0.242, -0.248, 1.064, -0.966, -0.163, 0.093, -0.116, 0.383, -0.262, 0.033, -0.187, -0.665, -0.056, -0.065, -0.260, 0.455, -0.234, 0.200, 0.221, 0.232, 0.192, 0.227, 0.255, 0.211, 0.249, 0.233, 0.250, 0.224, 0.529, 0.279, 0.261, 0.244, 0.253, 0.242, -0.144, 0.595, 0.517, -0.327, -0.316, -0.309, -0.318, -0.500, 0.845, 0.500, -0.305, -0.339, -0.328, -0.324, 0.240, 0.208, 0.144, 0.165],
  "gap_ev": 8.02,
  "total_energy_ha": -5784.3310,
  "total_charge": 1,
  "max_force_ev_per_a": 6.7,
  "e_homo_ev": -12.35
}

(2)
{
  "formula": "C23H23Co2O7Si",
  "method": "ωB97M-V/def2-TZVPD",
  "species": ["C", "Si", "C", "C", "O", "C", "C", "C", "C", "C", "H", "H", "H", "H", "H", "H", "H", "H", "H", "H", "H", "H", "H", "H", "H", "H", "O", "C", "Co", "C", "O", "C", "O", "C", "C", "C", "C", "C", "C", "C", "C", "C", "Co", "C", "O", "C", "O", "C", "O", "H", "H", "H", "H", "H", "H", "H"],
  "coordinates": [[2.35386, 1.26970, 2.59803], [1.25271, -0.13909, 2.10066], [2.04519, -1.10646, 0.72355], [0.96731, -1.24633, 3.55531], [-0.15510, 0.57216, 1.43570], [-1.45302, 0.28739, 1.36311], [-2.39025, 1.02860, 0.61699], [-3.74748, 0.58120, 1.04107], [-3.52373, -0.71502, 1.85938], [-2.01768, -0.81716, 2.18727], [3.37144, 0.87270, 2.73270], [2.38908, 2.06304, 1.84220], [2.03042, 1.70782, 3.55006], [2.87687, -1.69534, 1.14174], [1.34581, -1.80191, 0.24940], [2.45246, -0.44254, -0.04962], [1.93068, -1.71419, 3.79581], [0.64449, -0.68582, 4.44098], [0.24709, -2.05114, 3.37095], [-2.18242, 2.06112, 0.30295], [-4.23537, 1.38335, 1.62266], [-4.43351, 0.36274, 0.22398], [-4.14856, -0.72121, 2.75562], [-3.79842, -1.61504, 1.28806], [-1.61719, -1.80965, 1.88152], [-1.80085, -0.66602, 3.26629], [1.78457, -0.43138, -3.14232], [1.01865, 0.22451, -2.58262], [-0.18345, 1.10284, -1.71840], [-0.77294, -0.48715, -1.30258], [-1.15264, -1.55385, -1.02558], [0.85219, 2.15357, -0.73014], [1.58616, 2.82070, -0.12839], [-0.87246, 2.16389, -3.18112], [-0.27935, 2.10893, -4.51586], [1.10589, 2.34290, -4.64147], [1.75231, 2.21214, -5.86560], [1.01327, 1.86641, -7.00973], [-0.37401, 1.69682, -6.90180], [-1.02573, 1.81727, -5.67317], [-1.91371, 1.95385, -2.29963], [-2.93680, 1.32094, -1.61420], [-1.34088, 3.72368, -2.26755], [0.21025, 4.56278, -2.15026], [1.22700, 5.11546, -2.15208], [-2.34645, 4.28559, -0.91899], [-3.01159, 4.62650, -0.03682], [-2.18476, 4.72434, -3.45299], [-2.72710, 5.36202, -4.25179], [1.67374, 2.61344, -3.75428], [2.82535, 2.39469, -5.90583], [1.53678, 1.75669, -7.96552], [-0.95400, 1.47026, -7.80466], [-2.10216, 1.67451, -5.59053], [-3.79245, 1.94955, -1.35783], [-3.08744, 0.25044, -1.74610]],
  "forces_ev_per_a": [[0.16, 0.12, 0.19], [-0.90, 0.68, -1.27], [0.32, -0.21, 0.06], [-0.17, -0.29, 0.46], [1.23, -0.20, 0.87], [-1.60, 1.84, -1.23], [2.16, -0.61, 3.45], [-0.56, -0.10, 0.27], [-0.15, -0.47, 0.15], [-0.51, -0.37, -0.12], [-0.16, 0.13, 0.03], [-0.04, -0.28, 0.19], [0.07, -0.03, -0.13], [-0.11, 0.09, -0.16], [0.05, 0.10, 0.04], [-0.14, -0.13, 0.14], [-0.09, 0.06, 0.01], [0.00, -0.10, -0.13], [0.15, 0.16, 0.00], [0.09, -0.81, 0.28], [0.07, -0.32, 0.03], [-0.06, 0.06, -0.23], [0.09, -0.04, 0.00], [-0.08, 0.42, 0.00], [-0.07, 0.49, 0.27], [-0.02, -0.04, -0.55], [-0.10, 0.24, 0.50], [0.40, -0.16, -1.34], [1.55, -1.64, -0.32], [-0.65, -1.67, 1.47], [0.40, 0.92, -0.61], [0.57, 1.26, 1.67], [-0.62, -0.88, -0.90], [1.20, -0.91, 0.42], [-0.56, -0.28, -0.57], [-0.18, 0.00, -0.42], [-0.61, 0.04, 0.06], [0.03, 0.15, 0.24], [0.27, -0.01, -0.34], [0.56, 0.09, 0.16], [-2.40, -0.10, -0.81], [1.00, 0.29, -3.24], [-1.02, 3.06, 0.62], [1.25, 0.43, 0.02], [-0.98, -0.40, -0.04], [0.32, -0.23, 1.27], [0.13, -0.08, -0.74], [-0.56, 0.57, -1.72], [0.37, -0.43, 0.77], [-0.14, -0.08, -0.11], [-0.21, -0.11, -0.14], [-0.36, 0.02, 0.29], [0.21, 0.04, 0.37], [0.23, 0.01, -0.04], [0.40, -0.40, 0.82], [-0.22, 0.13, 0.02]],
  "nbo_charge": [-1.155, 1.918, -1.156, -1.162, -0.839, 0.374, -0.308, -0.409, -0.392, -0.475, 0.228, 0.275, 0.232, 0.224, 0.249, 0.252, 0.237, 0.237, 0.244, 0.243, 0.193, 0.189, 0.198, 0.201, 0.208, 0.202, -0.559, 0.571, -0.015, 0.500, -0.601, 0.500, -0.585, -0.302, 0.053, -0.235, -0.200, -0.257, -0.210, -0.258, -0.192, -0.358, -0.122, 0.516, -0.562, 0.501, -0.569, 0.496, -0.558, 0.222, 0.204, 0.200, 0.200, 0.212, 0.207, 0.195],
  "gap_ev": 5.84,
  "total_energy_ha": -4471.8864,
  "de_lowest_kj_mol": 175.9,
  "total_charge": -1,
  "max_force_ev_per_a": 4.1,
  "e_homo_ev": -3.33
}

(3)
{
  "formula": "C29H57AlBN6OPb",
  "method": "ωB97M-V/def2-TZVPD",
  "species": ["Pb", "Al", "C", "C", "C", "C", "C", "C", "N", "O", "C", "C", "C", "H", "H", "H", "H", "H", "H", "H", "H", "H", "H", "H", "H", "H", "H", "H", "H", "H", "H", "B", "H", "H", "H", "H", "C", "C", "C", "C", "N", "H", "H", "H", "H", "H", "H", "H", "C", "C", "C", "C", "N", "H", "H", "H", "H", "H", "H", "H", "C", "C", "C", "C", "N", "H", "H", "H", "H", "H", "H", "H", "C", "C", "C", "C", "N", "H", "H", "H", "H", "H", "H", "H", "C", "C", "C", "C", "N", "H", "H", "H", "H", "H", "H", "H"],
  "coordinates": [[-12.38840, -8.23823, -2.82288], [-14.83653, -11.28556, -6.51922], [-10.56106, -12.74080, -0.89097], [-11.52887, -11.52067, -0.93997], [-12.23692, -11.56648, 0.42472], [-11.39932, -11.11244, 1.62042], [-10.72014, -9.75242, 1.39686], [-10.04947, -9.58024, 0.01075], [-10.86794, -10.15480, -1.11937], [-10.34516, -9.89312, -2.35439], [-8.60387, -10.16271, 0.19888], [-9.91812, -8.00374, -0.14526], [-12.58188, -11.76479, -2.04589], [-10.56896, -13.27602, -1.83938], [-10.88768, -13.50362, -0.18436], [-9.58795, -12.46448, -0.48740], [-12.59774, -12.58620, 0.54674], [-13.13232, -10.94347, 0.46483], [-10.55410, -11.78471, 1.78429], [-12.01671, -11.13464, 2.51718], [-10.04672, -9.40339, 2.17985], [-11.45572, -8.95096, 1.51419], [-8.19858, -10.61391, -0.70680], [-8.47993, -10.80572, 1.07157], [-7.83837, -9.45045, 0.51249], [-10.97889, -7.76059, -0.22967], [-9.51532, -7.67923, -1.10578], [-9.36181, -7.49706, 0.63905], [-12.15998, -11.78764, -3.05373], [-13.41854, -11.06993, -2.01755], [-12.82790, -12.82761, -2.04436], [-14.29799, -9.57812, -4.08068], [-13.21831, -9.89924, -4.03703], [-14.54299, -8.73986, -3.37385], [-14.44356, -9.16522, -5.11134], [-14.94444, -10.47690, -3.91630], [-12.08403, -7.58119, -10.84115], [-13.03892, -6.44579, -10.47007], [-14.46988, -6.78847, -9.82447], [-14.41389, -7.70617, -8.69655], [-14.31176, -8.47900, -7.85032], [-11.72216, -8.21498, -10.03254], [-11.23457, -7.18153, -11.39313], [-12.69003, -8.18114, -11.52287], [-13.19693, -5.71449, -11.26130], [-12.47170, -5.87318, -9.73210], [-15.24198, -7.18846, -10.48334], [-14.95703, -5.91501, -9.38657], [-16.56387, -9.33546, 3.36471], [-15.56712, -9.65914, 2.19363], [-14.95857, -8.31422, 1.67992], [-14.28273, -8.40052, 0.41489], [-13.74739, -8.31783, -0.60146], [-16.10597, -8.57828, 3.99986], [-16.80067, -10.26360, 3.88196], [-17.50762, -8.93528, 2.99578], [-16.05671, -10.08412, 1.31433], [-14.77426, -10.39806, 2.31538], [-14.28372, -7.87898, 2.41813], [-15.74352, -7.58988, 1.45075], [-7.91007, -7.31693, -5.21373], [-8.31358, -7.74576, -6.70187], [-9.85531, -7.61809, -7.09722], [-10.92305, -7.66458, -6.08231], [-11.75126, -7.68269, -5.29330], [-8.55412, -7.85404, -4.51584], [-8.18922, -6.27542, -5.03989], [-6.84006, -7.33876, -5.01855], [-7.92776, -8.75466, -6.84345], [-7.73554, -7.13082, -7.39023], [-9.99182, -8.29111, -7.94246], [-9.97794, -6.60853, -7.49490], [-7.86087, -12.06322, -6.22082], [-8.44991, -12.57980, -4.89469], [-9.92199, -13.00888, -4.95277], [-10.92663, -12.16404, -5.52532], [-11.74604, -11.49082, -5.97990], [-8.18600, -11.09824, -6.61321], [-8.03211, -12.73647, -7.06108], [-6.78872, -11.95531, -6.05694], [-8.38812, -11.87390, -4.06204], [-7.67692, -13.26534, -4.54612], [-10.23723, -13.15805, -3.91771], [-10.13010, -13.93988, -5.48630], [-17.36118, -4.39765, -2.93189], [-16.85434, -4.67691, -1.51595], [-15.32390, -4.77658, -1.41106], [-14.71592, -5.59537, -2.38826], [-14.20995, -6.23450, -3.20553], [-18.45166, -4.44228, -2.95806], [-17.12591, -5.09778, -3.73358], [-17.14726, -3.36170, -3.19854], [-17.20444, -5.69866, -1.35667], [-17.26622, -3.93411, -0.83668], [-15.23938, -5.27131, -0.44245], [-14.88540, -3.78628, -1.54357]],
  "forces_ev_per_a": [[-1.89, 1.41, -2.05], [0.36, 0.72, 0.02], [1.13, 0.15, -0.12], [-2.67, -0.39, 0.33], [-0.42, 1.16, 0.74], [1.50, -0.26, -0.18], [-2.06, 0.59, -0.34], [0.59, 2.36, 2.27], [6.92, -2.08, -4.61], [-3.48, -1.13, 6.64], [1.07, -0.83, -0.63], [-1.21, -1.05, -1.90], [1.19, -0.31, -0.62], [0.62, 0.48, -0.18], [-0.60, 0.43, 0.18], [0.23, -0.10, -0.64], [0.08, 0.05, 0.05], [-0.11, 0.10, -0.55], [-0.27, -0.51, 0.17], [0.14, 0.14, 0.03], [0.56, -0.76, -0.14], [-0.48, -0.07, -0.42], [-0.13, -0.18, 0.02], [-0.84, -0.76, -0.39], [-0.63, 1.02, -0.53], [0.08, 0.99, 0.69], [0.48, -0.34, 0.02], [-0.35, -0.40, 0.27], [0.35, 0.84, -0.02], [-0.19, -0.39, 0.17], [-0.76, 0.14, 0.89], [-0.16, -0.08, -0.40], [2.88, -1.04, 0.01], [-0.85, 1.91, 1.86], [-0.17, 1.05, -2.30], [-1.27, -2.04, 0.90], [-1.48, -0.11, -1.09], [-0.16, 0.49, 1.80], [0.64, 0.27, 0.01], [0.64, -0.70, -0.01], [-0.17, -0.20, 0.07], [-0.24, 0.19, 0.22], [-0.03, -0.02, 0.04], [0.60, -0.57, -0.18], [-0.13, -0.44, -0.32], [-0.45, 0.31, 0.35], [0.39, -0.10, -0.48], [0.32, 0.45, -0.32], [0.96, -0.75, -0.98], [-0.68, 0.90, -0.99], [-0.43, -0.50, 0.43], [0.74, 0.34, -0.52], [0.07, -0.52, 0.23], [-0.09, -0.29, 0.36], [0.11, 0.24, 0.34], [0.14, 0.04, -0.25], [-0.63, 0.02, 0.17], [0.12, 0.22, 1.00], [0.03, 0.12, -0.05], [-0.25, 0.04, 0.44], [-1.49, 0.64, -1.50], [0.23, 0.32, 1.89], [1.24, 0.82, -0.02], [1.27, -0.78, -0.71], [-0.26, -0.03, 0.83], [0.53, -0.46, 0.25], [-0.02, 0.17, -0.23], [-0.12, -0.62, -0.01], [-0.45, -0.15, -0.10], [-0.29, 0.09, -0.12], [-0.63, -0.15, 0.26], [0.02, 0.07, -0.19], [0.23, 0.41, 0.08], [0.33, 1.26, -0.70], [0.38, -1.63, 0.74], [-0.34, 1.77, -0.66], [0.03, -0.38, 0.28], [-0.42, 0.14, 0.50], [0.13, -0.38, 0.26], [0.05, -0.11, -0.30], [-0.02, 0.74, -0.38], [-0.97, -1.16, -0.05], [-0.15, -0.33, -0.03], [0.57, -0.37, 0.16], [-0.96, 1.01, -0.03], [-0.43, -1.25, -2.15], [-1.27, 0.97, 0.90], [0.57, -1.11, -1.42], [0.46, -0.13, 0.66], [-0.10, 0.08, 0.41], [0.80, -0.01, 0.24], [0.29, -0.12, -0.42], [-0.33, 0.17, 0.90], [0.19, -0.31, 0.25], [1.04, 0.53, 0.21], [0.25, 0.01, 0.69]],
  "lowdin_charge": [1.423, 0.949, 0.045, -0.397, -0.136, -0.131, -0.134, -0.393, 0.082, -0.007, 0.016, -0.007, -0.013, 0.084, 0.117, 0.087, 0.140, 0.099, 0.118, 0.131, 0.146, 0.107, 0.095, 0.102, 0.111, 0.034, 0.082, 0.120, 0.064, 0.067, 0.123, -0.695, -0.114, -0.074, -0.073, -0.035, -0.104, -0.216, -0.138, -0.213, 0.130, 0.054, 0.081, 0.080, 0.113, 0.093, 0.126, 0.121, -0.058, -0.211, -0.161, -0.163, 0.104, 0.079, 0.083, 0.084, 0.109, 0.093, 0.139, 0.138, -0.080, -0.178, -0.123, -0.146, 0.101, 0.039, 0.070, 0.077, 0.078, 0.109, 0.115, 0.125, -0.085, -0.219, -0.171, -0.211, 0.159, 0.050, 0.089, 0.083, 0.092, 0.120, 0.086, 0.144, -0.105, -0.225, -0.167, -0.200, 0.132, 0.082, 0.075, 0.085, 0.109, 0.126, 0.120, 0.147],
  "gap_ev": 4.29,
  "total_energy_ha": -2001.8911,
  "total_charge": 3,
  "max_force_ev_per_a": 8.6,
  "e_homo_ev": -16.92
}